Density functional theory data (the ωB97M-V functional and the def2-TZVPD basis) for C44H42AsCl2EuN6O2 as an isolated structure at a distorted geometry.

Each line ends with the Löwdin spin population.
Atoms and positions in Å:
Eu -1.4227 0.4990 0.2307  7.028
C -3.3722 -0.2429 -2.9253  0.000
C -4.7103 -0.0263 -2.1939  0.000
C -4.8544 -0.6287 -0.8393  0.001
C -6.1206 -1.1159 -0.5314  0.000
C -6.3467 -1.5568 0.7466  0.001
C -5.3419 -1.4119 1.6671  0.000
C -4.1179 -0.8703 1.2950  0.001
N -3.8358 -0.5142 0.0324  -0.007
N -2.2990 0.6045 -2.4833  -0.004
C -1.0867 0.2818 -3.2460  0.001
C -0.7268 -1.1700 -2.9711  0.000
C -0.4073 -2.0398 -4.0198  0.000
C -0.1206 -3.3599 -3.6880  0.001
C -0.0262 -3.7266 -2.3620  0.000
C -0.2946 -2.7832 -1.3896  0.001
N -0.6459 -1.5384 -1.6789  -0.003
C -2.6075 2.0260 -2.4949  0.001
C -1.3962 2.8657 -2.3054  0.000
C -0.9259 3.6851 -3.3075  0.000
C 0.1949 4.4802 -3.0720  0.001
C 0.8319 4.4034 -1.8651  0.000
C 0.2381 3.5352 -0.8785  0.001
N -0.7884 2.7697 -1.1162  -0.005
H -3.5836 -0.0835 -3.9887  0.000
H -3.1167 -1.3022 -2.8407  0.000
H -5.5392 -0.4480 -2.8054  0.000
H -4.9126 1.0572 -2.1281  0.000
H -6.8741 -1.2026 -1.2903  0.000
H -7.2998 -1.9543 0.9889  0.000
H -5.4748 -1.7360 2.6918  0.000
H -3.4030 -0.6653 2.0490  0.000
H -0.2315 0.8890 -2.8750  0.000
H -1.1952 0.4719 -4.3386  0.000
H -0.5430 -1.6833 -5.0738  0.000
H 0.0922 -4.1203 -4.4840  0.000
H 0.2821 -4.7165 -2.0963  0.000
H -0.2759 -3.1172 -0.3594  0.000
H -3.2473 2.2230 -1.6400  0.000
H -3.1373 2.2621 -3.4192  0.000
H -1.4293 3.7345 -4.2871  0.000
H 0.5274 5.2329 -3.7635  0.000
H 1.6812 5.0460 -1.6077  0.000
H 0.6810 3.4878 0.0877  0.000
N -0.0052 -3.4510 5.4549  0.001
C -0.2719 -2.7076 4.3680  0.001
C -0.9866 -3.2987 3.2659  0.000
C -1.2706 -2.5651 2.1689  0.001
N -0.8984 -1.2721 2.0156  -0.008
C -0.1817 -0.7384 3.0294  0.001
C 0.1745 -1.3914 4.2012  0.000
H -0.2201 -4.4289 5.4655  0.000
H 0.1739 -3.0563 6.3478  0.000
H -1.4265 -4.3200 3.3970  0.000
H -1.9387 -2.9902 1.3765  0.000
H 0.1009 0.2812 2.8526  0.000
H 0.7608 -0.9257 4.9715  0.000
C 4.0639 1.5747 4.3094  0.000
C 4.5055 0.4146 3.6187  0.000
C 3.9713 0.0770 2.4008  0.000
C 2.9101 0.7968 1.8506  0.000
C 2.4096 1.8710 2.5837  0.000
C 3.0341 2.3306 3.7771  0.000
As 2.0891 0.2811 0.1100  0.000
C 2.7777 -1.5629 0.0500  0.000
C 2.2515 -2.5241 0.9478  0.000
C 2.6653 -3.8222 0.8763  0.000
C 3.6400 -4.2288 -0.0508  0.000
C 4.1915 -3.2599 -0.8595  0.000
C 3.7495 -1.9116 -0.8745  0.000
C 3.1981 1.1566 -1.1869  0.000
C 4.2694 2.0308 -0.9549  0.000
C 4.7261 2.8664 -1.9926  0.000
C 4.1967 2.7698 -3.2666  0.000
C 3.1854 1.8651 -3.5102  0.000
C 2.6804 1.0950 -2.4604  0.000
H 4.5907 1.8578 5.2017  0.000
H 5.2760 -0.2661 4.0238  0.000
H 4.3047 -0.8609 1.9924  0.000
H 1.5568 2.4276 2.2206  0.000
H 2.7216 3.2124 4.3258  0.000
H 1.4594 -2.2396 1.6727  0.000
H 2.2111 -4.5529 1.5552  0.000
H 3.8699 -5.3030 -0.1216  0.000
H 5.0163 -3.5562 -1.5402  0.000
H 4.2016 -1.2078 -1.5252  0.000
H 4.6546 2.1440 0.0609  0.000
H 5.5277 3.5699 -1.8434  0.000
H 4.6009 3.3844 -4.1292  0.000
H 2.7367 1.7975 -4.5283  0.000
H 1.8753 0.4187 -2.7788  0.000
Cl -3.0624 2.2110 4.7567  0.000
C -2.3227 3.3089 3.5523  0.000
Cl -3.3387 4.7245 3.2755  0.000
C -2.0261 2.4947 2.3027  0.000
O -3.0126 2.0319 1.7008  -0.006
O -0.7802 2.2821 2.0615  -0.006
H -1.4042 3.6242 4.0577  0.000

Net charge: +1
Calculated total energy, eV: -164556.4475
Multiplicity: 8
E_LUMO (spin up / spin down), eV: -1.78 / -1.78
⟨S²⟩: 15.759